Here is a structure of composition C36H33CoN5O4 in a non-equilibrium geometry from the Open Molecules 2025 dataset. Energies are from wB97M-V/def2-TZVPD.

The geometry in XYZ format:
```
79
Properties=species:S:1:pos:R:3:forces:R:3
Co 0.774165 0.462887 -0.004447 0.5 1.0 0.0
C -0.852835 -0.126313 2.625153 -0.2 -0.2 0.0
N 0.332165 0.657687 2.294453 -0.1 0.2 0.1
C 1.431665 0.285087 3.175753 0.2 -0.1 0.0
C 0.101665 2.078787 2.390553 0.0 0.2 -0.1
C -0.664035 2.610387 3.407653 0.0 0.0 0.0
C -0.891835 3.974187 3.498053 -0.1 0.1 0.0
C -0.377035 4.795387 2.514953 -0.2 0.1 0.3
C 0.392365 4.277987 1.490953 0.2 0.0 -0.3
C 0.709965 2.911887 1.410153 -0.1 0.4 0.4
N 1.521665 2.271187 0.514953 0.0 -0.4 0.0
C 2.452665 2.767187 -0.338347 0.2 0.2 -0.1
C 2.666165 4.099387 -0.742847 -0.3 0.1 0.2
C 3.637765 4.448987 -1.658847 0.3 0.0 -0.2
C 4.465365 3.496687 -2.221547 0.1 0.2 -0.2
C 4.313565 2.171987 -1.829947 0.0 -0.1 -0.1
C 3.343865 1.804787 -0.917247 -0.1 -0.1 0.0
N 3.221465 0.450787 -0.436547 0.0 0.1 -0.2
C 4.032465 0.311987 0.766753 0.0 0.0 0.2
C 3.576165 -0.602013 -1.376647 0.0 0.0 0.0
H -1.085235 -0.109813 3.698753 0.0 0.0 0.0
H -0.679735 -1.157813 2.327453 0.0 0.1 0.1
H -1.692035 0.261587 2.053453 -0.1 -0.1 0.0
H 1.167765 0.427787 4.235853 0.0 0.0 -0.1
H 2.301865 0.896787 2.948453 0.0 0.0 0.0
H 1.680565 -0.762913 3.022653 0.0 -0.1 -0.1
H -1.112835 1.961687 4.145953 0.0 -0.1 0.0
H -1.491935 4.367987 4.306353 0.0 0.1 0.0
H -0.589835 5.856187 2.535853 0.0 0.1 0.0
H 0.698765 4.958987 0.718753 0.1 0.0 0.0
H 2.055265 4.892787 -0.354247 0.0 0.0 0.0
H 3.749365 5.488787 -1.935947 0.0 0.1 0.0
H 5.226465 3.771387 -2.937847 0.0 0.0 -0.1
H 4.981665 1.430887 -2.251147 0.0 -0.1 0.1
H 5.107265 0.373987 0.528553 -0.1 0.0 0.0
H 3.833165 -0.648613 1.238853 -0.1 -0.1 0.1
H 3.786165 1.116587 1.454753 0.0 0.0 0.0
H 4.661465 -0.658413 -1.564947 -0.1 0.0 0.0
H 3.057665 -0.456113 -2.322547 0.0 -0.1 0.0
H 3.243365 -1.550613 -0.956547 0.0 0.0 0.0
O -3.155235 0.906787 -4.293947 -0.2 -0.1 0.4
C -1.961035 0.862987 -4.827447 0.1 0.1 -0.1
O -1.780735 0.772487 -6.024547 0.0 0.0 -0.1
C -0.798135 0.954987 -3.904447 0.2 0.0 0.2
C 0.510665 1.121987 -4.317747 -0.3 -0.1 0.2
N 1.279665 1.157387 -3.215547 -0.4 0.0 -0.2
N 0.544965 1.029687 -2.105747 0.0 -0.1 0.1
C -0.719935 0.911987 -2.489147 0.4 0.2 -0.4
C -1.777635 0.845087 -1.414347 -0.1 0.1 0.0
O -2.974635 0.880987 -1.764447 -0.1 0.0 -0.3
O -1.355935 0.800387 -0.244147 0.4 0.0 0.4
H -3.138935 0.909987 -3.250547 0.1 0.0 -0.3
H 0.908865 1.198087 -5.308347 0.1 0.1 -0.2
H 2.263465 1.386887 -3.135547 -0.1 0.0 0.1
C 0.539765 -1.456713 0.061853 -0.2 -1.2 0.1
C -0.301135 -2.353913 0.147853 0.3 -0.1 -0.1
C -1.419935 -3.176213 0.264153 0.5 0.4 0.0
C -2.226035 -3.430613 -0.896247 -0.3 -0.2 -0.6
C -3.169935 -4.469613 -0.937047 0.2 0.1 0.1
C -3.932635 -4.681113 -2.065547 -0.2 -0.1 -0.2
C -3.789235 -3.868313 -3.182447 0.0 0.0 0.0
C -2.842835 -2.851713 -3.169247 -0.1 -0.1 -0.2
C -2.062135 -2.652413 -2.055647 0.1 0.0 0.3
C -1.845535 -3.492513 1.608053 -0.2 -0.2 0.7
C -0.906535 -3.710813 2.630153 0.0 -0.1 -0.3
C -1.296035 -3.809613 3.948153 0.0 -0.1 0.2
C -2.632535 -3.684313 4.297653 -0.1 0.0 0.0
C -3.577435 -3.499113 3.297753 -0.1 -0.1 0.3
C -3.197835 -3.414113 1.976653 0.2 0.1 -0.2
H -3.268335 -5.124213 -0.081747 -0.1 0.0 0.0
H -4.648435 -5.493313 -2.082347 0.0 0.0 0.0
H -4.401435 -4.027513 -4.059647 0.0 0.0 0.0
H -2.723935 -2.206213 -4.028647 0.0 0.0 -0.1
H -1.319535 -1.868913 -2.038347 0.1 0.1 0.0
H 0.139665 -3.784913 2.368353 0.1 0.1 -0.1
H -0.553935 -3.978313 4.717753 0.1 0.0 0.0
H -2.934135 -3.715113 5.336853 0.0 -0.1 0.0
H -4.621535 -3.398213 3.561053 -0.1 0.0 0.0
H -3.940335 -3.202013 1.221153 0.0 0.0 -0.1
```
Forces are in eV/Å.

Output
Gap between HOMO and LUMO (spin up / spin down), hartree: 0.237 / 0.230
Net charge: -1
2S+1: 5
HOMO (spin up / spin down), eV: -3.90 / -4.44
Energy relative to the best compared isomer or geometry (same formula, charge and spin), eV: 0.373
Largest force on an atom, eV Å⁻¹: 1.2
Electronic energy, Eh: -3349.2194

For each atom in turn, the Mulliken charge in e is: atom 1 (Co): 0.94, atom 2 (C): -1.45, atom 3 (N): 0.98, atom 4 (C): -1.39, atom 5 (C): 0.78, atom 6 (C): -0.13, atom 7 (C): -0.99, atom 8 (C): -0.81, atom 9 (C): -1.35, atom 10 (C): -0.05, atom 11 (N): 1.08, atom 12 (C): 1.31, atom 13 (C): -1.22, atom 14 (C): -0.94, atom 15 (C): -0.94, atom 16 (C): 0.05, atom 17 (C): -0.60, atom 18 (N): 1.03, atom 19 (C): -1.38, atom 20 (C): -1.22, atom 21 (H): 0.53, atom 22 (H): 0.12, atom 23 (H): 0.44, atom 24 (H): 0.37, atom 25 (H): 0.28, atom 26 (H): 0.28, atom 27 (H): 0.33, atom 28 (H): 0.39, atom 29 (H): 0.38, atom 30 (H): 0.41, atom 31 (H): 0.12, atom 32 (H): 0.41, atom 33 (H): 0.40, atom 34 (H): 0.33, atom 35 (H): 0.39, atom 36 (H): 0.36, atom 37 (H): 0.30, atom 38 (H): 0.39, atom 39 (H): 0.38, atom 40 (H): 0.33, atom 41 (O): -0.59, atom 42 (C): 0.41, atom 43 (O): -0.69, atom 44 (C): 0.23, atom 45 (C): -0.46, atom 46 (N): -0.26, atom 47 (N): 0.20, atom 48 (C): -0.16, atom 49 (C): 0.95, atom 50 (O): -0.92, atom 51 (O): -0.41, atom 52 (H): 0.41, atom 53 (H): 0.57, atom 54 (H): 0.00, atom 55 (C): -1.38, atom 56 (C): 0.30, atom 57 (C): 0.27, atom 58 (C): 0.30, atom 59 (C): -0.36, atom 60 (C): -0.69, atom 61 (C): -0.57, atom 62 (C): -0.54, atom 63 (C): -0.09, atom 64 (C): 0.41, atom 65 (C): -0.27, atom 66 (C): -0.51, atom 67 (C): -0.51, atom 68 (C): -0.77, atom 69 (C): -0.47, atom 70 (H): 0.55, atom 71 (H): 0.37, atom 72 (H): 0.40, atom 73 (H): 0.38, atom 74 (H): 0.20, atom 75 (H): 0.41, atom 76 (H): 0.38, atom 77 (H): 0.38, atom 78 (H): 0.38, atom 79 (H): 0.53